# 1
This record from the Open Molecules 2025 dataset describes a cluster of 3 separate species, C20H26F16N2O6P in total. The level of theory is wB97M-V/def2-TZVPD.

## Properties
<S²> = 0.754
relative energy (zero: lowest compared OMol25 entry of this formula, charge and spin) = 76.1 kJ/mol
LUMO (alpha / beta) = -0.08 / -0.13 eV
E_HOMO (alpha / beta) = -0.3164 / -0.3326 Eh
orbital gap (alpha / beta) = 8.53 / 8.92 eV

The geometry in ORCA input format:
```
! RIJCOSX wB97M-V def2-TZVPD def2/J DEFGRID3
* xyz 0 2
C 0.73 -1.76 1.21
C 0.05 -0.88 0.15
C 1.05 -0.78 -1.00
C -1.23 -1.60 -0.24
C -2.18 -0.78 -1.11
O -1.70 -0.53 -2.44
C -1.31 -1.58 -3.07
N -0.82 -2.52 -3.61
P -3.84 -1.73 -1.25
O -4.86 -0.89 -0.29
O -3.54 -3.15 -0.49
C -2.42 0.54 -0.40
C -1.18 1.29 0.04
C -0.53 2.07 -1.10
C -1.67 2.35 1.06
N -0.24 0.42 0.78
O 0.79 1.03 1.22
H 0.15 -1.67 2.12
H 0.60 -2.77 0.87
H 1.76 -1.50 1.34
H 1.20 -1.79 -1.36
H 0.70 -0.19 -1.83
H 1.98 -0.42 -0.61
H -1.77 -1.75 0.69
H -1.02 -2.58 -0.63
H -4.64 -0.99 0.65
H -3.88 -3.15 0.42
H -2.94 0.28 0.51
H -3.08 1.19 -0.95
H -0.64 1.59 -2.06
H 0.52 2.24 -0.93
H -0.99 3.03 -1.19
H -1.57 2.01 2.07
H -2.68 2.65 0.83
H -1.06 3.23 0.96
C 0.85 -7.30 3.14
C 1.04 -7.60 4.64
C 0.24 -6.77 5.66
F 0.58 -5.46 5.62
F 0.52 -7.22 6.90
F 2.35 -7.58 4.95
F 0.61 -8.88 4.82
O 1.84 -6.53 2.47
C 1.81 -5.15 2.38
C 3.03 -4.52 3.07
F 3.08 -4.85 4.37
F 2.95 -3.17 3.00
F 0.64 -4.66 2.85
F 1.84 -4.85 1.07
H 0.94 -8.27 2.66
H -0.15 -6.95 2.92
H -0.83 -6.87 5.48
H 3.95 -4.85 2.58
C 2.15 6.70 -3.77
C 1.64 8.14 -3.57
C 1.29 8.61 -2.16
F 0.27 7.92 -1.63
F 0.92 9.91 -2.21
F 0.61 8.38 -4.41
F 2.67 8.95 -3.97
O 1.24 5.71 -4.25
C 0.45 4.95 -3.42
C -1.04 5.17 -3.70
F -1.39 6.45 -3.49
F -1.77 4.40 -2.85
F 0.75 5.11 -2.12
F 0.70 3.65 -3.71
H 2.87 6.77 -4.57
H 2.71 6.34 -2.90
H 2.16 8.53 -1.50
H -1.28 4.90 -4.73
*
```

---

# 2
This record from the Open Molecules 2025 dataset describes a structure of composition C7H4MnN2O4. The level of theory is wB97M-V/def2-TZVPD.

## Properties
<S²> = 6.054
relative energy (zero: lowest compared OMol25 entry of this formula, charge and spin) = 64.3 kJ/mol
LUMO (alpha / beta) = -14.94 / -17.63 eV
E_HOMO (alpha / beta) = -0.8343 / -0.8110 Eh
orbital gap (alpha / beta) = 7.77 / 4.44 eV

The geometry in ORCA input format:
```
! RIJCOSX wB97M-V def2-TZVPD def2/J DEFGRID3
* xyz 3 5
O 1.09 3.25 0.05
C 0.79 2.19 -0.37
Mn 0.22 0.59 -1.05
O 3.75 -0.43 -0.59
C 2.76 -0.04 -0.81
C 0.37 1.48 -2.68
O 0.32 2.08 -3.69
C 0.19 -0.90 -2.11
O 0.15 -1.81 -2.85
N -1.51 -1.55 1.74
C -1.31 -0.39 2.48
C -0.61 0.45 1.73
N -0.41 -0.18 0.47
C -0.93 -1.39 0.54
H -2.00 -2.40 2.02
H -1.68 -0.27 3.48
H -0.24 1.48 1.90
H -0.95 -2.15 -0.26
*
```

---

# 3
This record from the Open Molecules 2025 dataset describes an isolated molecule of C3H3NO2S2. The level of theory is wB97M-V/def2-TZVPD.

## Properties
relative energy (zero: lowest compared OMol25 entry of this formula, charge and spin) = 371.3 kJ/mol
LUMO = -0.71 eV
E_HOMO = -0.3273 Eh
orbital gap = 8.19 eV

The geometry in ORCA input format:
```
! RIJCOSX wB97M-V def2-TZVPD def2/J DEFGRID3
* xyz 0 1
C -0.20 -1.03 0.59
C 0.91 -0.45 0.14
C -1.53 -0.48 0.46
N -1.70 0.37 -0.48
O 2.45 1.41 0.20
O 0.66 1.20 -1.68
S 1.00 1.31 -0.07
S -1.07 1.28 -1.49
H -0.05 -1.90 1.08
H 1.91 -0.70 0.41
H -2.39 -1.00 0.84
*
```

---

# 4
This record from the Open Molecules 2025 dataset describes the ion C3H6NO2S with charge +1. The level of theory is wB97M-V/def2-TZVPD.

## Properties
relative energy (zero: lowest compared OMol25 entry of this formula, charge and spin) = 551.0 kJ/mol
LUMO (alpha / beta) = -6.03 / -6.03 eV
E_HOMO (alpha / beta) = -0.5269 / -0.5269 Eh
orbital gap (alpha / beta) = 8.30 / 8.30 eV

The geometry in ORCA input format:
```
! RIJCOSX wB97M-V def2-TZVPD def2/J DEFGRID3
* xyz 1 1
C -1.29 0.17 0.30
C -0.48 1.05 -0.66
C 1.75 -0.06 0.08
N -0.64 -1.05 0.54
O 2.83 -0.78 0.34
O 2.03 -0.95 -0.84
S 1.16 1.48 0.18
H -1.51 0.69 1.17
H -2.22 -0.07 -0.16
H -0.11 0.52 -1.51
H -0.95 2.01 -0.88
H -0.50 -1.38 1.48
H -0.07 -1.63 -0.06
*
```

---

# 5
This record from the Open Molecules 2025 dataset describes a cluster of 2 separate species, C31H25NO2 in total. The level of theory is wB97M-V/def2-TZVPD.

## Properties
LUMO = -0.57 eV
E_HOMO = -0.2694 Eh
orbital gap = 6.76 eV

The geometry in ORCA input format:
```
! RIJCOSX wB97M-V def2-TZVPD def2/J DEFGRID3
* xyz 0 1
C 3.99 1.22 2.75
N 2.61 0.84 3.01
C 1.59 1.71 3.16
C 0.38 0.99 3.32
C -0.88 1.59 3.25
C -2.06 0.71 3.29
C -2.17 -0.32 2.33
C -3.30 -1.14 2.29
C -4.35 -0.90 3.19
C -4.26 0.13 4.13
C -3.12 0.93 4.18
C 0.76 -0.43 3.39
C 0.15 -1.62 3.78
C 0.89 -2.81 3.82
C 2.26 -2.84 3.49
C 2.91 -1.64 3.15
C 2.15 -0.47 3.15
H 4.56 0.31 2.52
H 4.03 1.91 1.89
H 4.41 1.72 3.63
H 1.75 2.79 3.18
H -0.97 2.61 3.65
H -1.34 -0.52 1.66
H -3.35 -1.94 1.55
H -5.27 -1.48 3.10
H -5.09 0.34 4.82
H -3.01 1.71 4.94
H -0.90 -1.64 4.05
H 0.41 -3.75 4.08
H 2.82 -3.77 3.53
H 3.97 -1.59 2.92
C -5.99 3.39 2.42
C -4.92 4.08 2.99
C -3.61 3.85 2.54
C -3.35 2.92 1.53
C -1.97 2.53 1.02
C -0.84 3.13 1.73
C 0.45 3.24 1.03
C 1.24 4.54 1.24
C 0.94 5.54 2.19
C 1.75 6.67 2.32
C 2.87 6.83 1.50
C 3.17 5.86 0.54
C 2.36 4.74 0.40
O 0.99 2.30 0.43
O -1.84 1.63 0.19
C -4.44 2.26 0.94
C -5.74 2.47 1.39
H -7.01 3.58 2.77
H -5.08 4.81 3.79
H -2.81 4.41 3.01
H -1.08 3.99 2.38
H 0.07 5.45 2.84
H 1.49 7.42 3.07
H 3.49 7.73 1.59
H 4.05 5.96 -0.10
H 2.58 3.99 -0.36
H -4.26 1.54 0.14
H -6.57 1.92 0.94
*
```

---

# 6
This record from the Open Molecules 2025 dataset describes a structure of composition C31H78F3O11Zn. The level of theory is wB97M-V/def2-TZVPD.

## Properties
relative energy (zero: lowest compared OMol25 entry of this formula, charge and spin) = 392.5 kJ/mol
LUMO = -6.19 eV
E_HOMO = -0.4145 Eh
orbital gap = 5.09 eV

The geometry in ORCA input format:
```
! RIJCOSX wB97M-V def2-TZVPD def2/J DEFGRID3
* xyz 1 1
Zn -2.81 -10.20 -1.82
C -0.05 -8.63 -3.50
O 0.75 -8.30 -2.36
O -1.20 -9.34 -3.04
C -0.30 -7.34 -4.45
F 0.71 -7.10 -5.18
F -1.22 -7.53 -5.29
F -0.66 -6.19 -3.85
C 2.12 -7.86 -2.63
C 2.67 -7.75 -1.15
H 1.91 -7.41 -0.46
H 2.76 -8.82 -0.93
H 3.68 -7.34 -1.12
H 2.12 -6.85 -3.04
H 2.72 -8.53 -3.24
H 0.58 -9.38 -3.97
C 3.11 -11.51 -3.92
C 4.39 -11.86 -4.72
C 4.30 -11.50 -6.18
O 5.46 -11.15 -4.15
H 2.17 -11.80 -4.40
H 3.09 -10.51 -3.49
H 3.06 -11.95 -2.92
H 4.65 -12.92 -4.65
H 3.98 -10.46 -6.30
H 3.65 -12.11 -6.80
H 5.33 -11.67 -6.48
H 6.21 -11.74 -4.08
C 7.51 -6.84 -2.93
C 7.13 -8.32 -3.13
C 6.29 -8.74 -1.97
O 6.36 -8.41 -4.32
H 8.26 -6.38 -3.57
H 7.72 -6.51 -1.91
H 6.65 -6.18 -3.07
H 7.94 -9.06 -3.13
H 6.66 -8.42 -0.99
H 6.19 -9.82 -1.92
H 5.25 -8.42 -1.99
H 6.01 -9.31 -4.31
C -4.29 -10.13 -8.45
C -3.18 -9.24 -7.89
C -3.37 -7.74 -7.76
O -2.91 -9.74 -6.60
H -5.18 -10.05 -7.82
H -3.87 -11.14 -8.48
H -4.44 -10.06 -9.53
H -2.31 -9.44 -8.51
H -4.30 -7.56 -7.24
H -3.63 -7.33 -8.73
H -2.59 -7.18 -7.24
H -2.14 -9.28 -6.27
C 6.72 -3.76 -1.17
C 5.28 -3.14 -1.48
C 4.18 -4.08 -1.99
O 4.70 -2.57 -0.36
H 7.27 -4.05 -2.06
H 6.55 -4.61 -0.51
H 7.35 -2.96 -0.77
H 5.45 -2.27 -2.12
H 3.83 -4.76 -1.22
H 4.52 -4.54 -2.91
H 3.29 -3.51 -2.26
H 3.93 -2.05 -0.59
C -1.25 -12.95 0.73
C -0.33 -11.90 0.11
C 0.60 -12.58 -0.94
O -1.14 -10.86 -0.55
H -2.01 -13.42 0.11
H -1.96 -12.40 1.34
H -0.76 -13.72 1.32
H 0.29 -11.44 0.88
H 1.24 -11.90 -1.49
H -0.01 -13.04 -1.71
H 1.20 -13.40 -0.55
H -0.48 -10.36 -1.03
C -1.64 -12.90 -4.79
C -2.76 -12.10 -4.27
C -4.17 -12.58 -4.75
O -2.73 -12.10 -2.84
H -1.45 -12.78 -5.85
H -1.84 -13.96 -4.61
H -0.72 -12.78 -4.21
H -2.60 -11.07 -4.59
H -4.38 -13.56 -4.34
H -4.15 -12.56 -5.84
H -4.93 -11.90 -4.36
H -2.89 -13.01 -2.58
C 3.45 -12.38 1.94
C 3.49 -11.17 0.98
C 4.30 -10.05 1.63
O 3.98 -11.50 -0.28
H 4.51 -12.58 2.14
H 2.86 -13.20 1.52
H 3.03 -12.11 2.91
H 2.49 -10.73 0.89
H 4.05 -9.98 2.69
H 4.14 -9.06 1.22
H 5.37 -10.25 1.69
H 4.57 -12.26 -0.29
C 3.15 -6.82 3.92
C 1.72 -6.19 4.01
C 1.14 -5.87 2.60
O 0.85 -6.97 4.77
H 3.06 -7.84 3.54
H 3.46 -7.04 4.94
H 3.93 -6.37 3.30
H 1.79 -5.22 4.50
H 0.08 -5.62 2.56
H 1.48 -6.61 1.87
H 1.58 -4.93 2.28
H 1.44 -7.15 5.50
C -0.76 -3.63 -1.88
C -2.12 -4.22 -1.28
C -3.31 -3.71 -2.06
O -2.02 -5.63 -1.58
H -0.73 -3.81 -2.96
H 0.11 -4.08 -1.41
H -0.79 -2.54 -1.77
H -2.21 -3.98 -0.22
H -3.20 -3.78 -3.15
H -3.55 -2.67 -1.85
H -4.21 -4.27 -1.84
H -1.33 -5.74 -2.24
*
```

---

# 7
This record from the Open Molecules 2025 dataset describes a structure of composition C24H20Br2N9O2Os. The level of theory is wB97M-V/def2-TZVPD.

## Properties
LUMO (alpha / beta) = -11.32 / -11.32 eV
E_HOMO (alpha / beta) = -0.6131 / -0.6134 Eh
orbital gap (alpha / beta) = 5.36 / 5.37 eV

The geometry in ORCA input format:
```
! RIJCOSX wB97M-V def2-TZVPD def2/J DEFGRID3
* xyz 3 1
Os -0.13 0.21 0.47
N 3.47 1.22 -0.15
C 2.96 0.01 -0.26
N 3.32 -0.78 -1.24
C 2.82 -2.02 -1.30
N 3.04 -2.78 -2.33
N 2.08 -2.50 -0.22
C 1.72 -1.63 0.74
N 2.01 -0.34 0.71
C -2.28 -0.67 -0.63
C -3.50 -1.09 -1.12
C -4.59 -0.26 -0.87
C -4.44 0.91 -0.13
C -3.19 1.25 0.35
N -2.15 0.46 0.09
H 4.21 1.49 -0.79
H 3.33 1.76 0.69
H 3.62 -2.41 -3.08
H 2.75 -3.77 -2.33
H -3.61 -2.01 -1.67
H -5.57 -0.54 -1.24
H -5.29 1.55 0.08
H -3.01 2.13 0.95
C 0.58 1.96 -2.27
C 0.22 2.80 -1.10
C 0.03 4.19 -1.19
C -0.41 4.93 -0.12
C -0.66 4.29 1.11
C -1.09 4.91 2.33
Br -1.43 6.74 2.37
C -1.23 4.17 3.49
C -0.95 2.80 3.52
Br -1.13 1.83 5.08
C -0.53 2.17 2.35
O -0.13 0.91 2.24
C -0.41 2.92 1.16
N 0.01 2.19 0.08
H 1.10 2.55 -3.02
H -0.33 1.56 -2.73
H 1.21 1.12 -1.98
H 0.22 4.66 -2.15
H -0.57 5.99 -0.22
H -1.55 4.66 4.40
N 1.94 -5.86 0.58
C 1.83 -5.01 -0.43
O 2.26 -5.22 -1.55
C 1.11 -3.65 -0.18
C 0.05 -3.43 -1.24
C -0.79 -2.39 -1.38
N -0.98 -1.21 -0.64
C 0.81 -2.26 1.68
C 0.48 -3.45 1.16
H 2.41 -6.74 0.41
H 1.61 -5.67 1.52
H -0.05 -4.22 -1.97
H -1.48 -2.47 -2.21
H 0.50 -1.82 2.62
H -0.21 -4.17 1.57
*
```

---

# 8
This record from the Open Molecules 2025 dataset describes an isolated molecule of C7H12. The level of theory is wB97M-V/def2-TZVPD.

## Properties
structure (SMILES) = C=C(C)C/C=C/C
relative energy (zero: lowest compared OMol25 entry of this formula, charge and spin) = 120.4 kJ/mol
LUMO = 1.11 eV
E_HOMO = -0.3277 Eh
orbital gap = 10.03 eV

The geometry in ORCA input format:
```
! RIJCOSX wB97M-V def2-TZVPD def2/J DEFGRID3
* xyz 0 1
C -1.31 2.17 1.20
C -0.96 1.38 0.19
C -1.96 0.76 -0.75
C 0.48 0.85 0.11
C 0.70 -0.52 -0.40
C 1.42 -1.46 0.22
C 1.68 -2.83 -0.34
H -2.35 2.42 1.34
H -0.52 2.56 1.84
H -1.89 1.25 -1.74
H -2.98 0.97 -0.43
H -1.84 -0.32 -0.75
H 0.97 1.62 -0.52
H 0.96 1.04 1.07
H 0.27 -0.79 -1.36
H 1.70 -1.26 1.24
H 2.24 -2.74 -1.28
H 2.22 -3.44 0.38
H 0.74 -3.34 -0.57
*
```

---

no.,molar mass (Da)
1,725.4
2,235.1
3,149.2
4,120.2
5,443.5
6,749.3
7,816.5
8,96.2